Entry 1:
Entry from the Open Molecules 2025 dataset: 2 unconnected molecules or ions with the total composition C5H7N3S2 at a distorted geometry (ωB97M-V with the def2-TZVPD basis set).

Geometry as XYZ:
```
17
C5H7N3S2 (ωB97M-V with the def2-TZVPD basis set)
C 1.00290 -1.89506 0.86639
C 0.25412 -3.32605 -0.66680
C 0.48290 -1.00363 -0.09052
C 0.53044 0.32015 0.15525
C -1.58629 1.27921 -0.53276
N 0.76789 -3.19984 0.52065
N 0.25100 2.59983 -0.01017
N -0.20343 1.35021 -0.09263
S 2.39476 1.98374 1.94901
S -0.20168 -1.86410 -1.48453
H 1.39852 -1.56338 1.76622
H 0.20856 -4.19737 -1.16455
H -2.03312 2.24738 -0.86467
H -1.55014 0.61608 -1.33802
H -2.07710 0.70470 0.21012
H 0.88957 2.60649 0.92694
H -0.52889 3.34165 -0.14992
```

Charge   0
HOMO (spin up / spin down)   -7.82 / -7.72 eV
E_tot   -31432.318 eV
Gap between HOMO and LUMO (spin up / spin down)   0.2202 / 0.2520 hartree
LUMO energy (spin up / spin down)   -1.83 / -0.86 eV

=====

Entry 2:
Entry from the Open Molecules 2025 dataset: a gas-phase ion, C5H7N4 (charge +1) at a distorted geometry (ωB97M-V with the def2-TZVPD basis set).

Geometry as XYZ:
```
16
C5H7N4 (ωB97M-V with the def2-TZVPD basis set)
H 1.70818 -2.33975 0.23855
N 1.04185 -1.61267 -0.14295
C 1.18280 -0.38302 0.01297
N 2.10671 0.33319 0.78150
C 0.22602 0.57864 -0.70263
N -1.11707 0.21673 -0.46880
C -1.83595 -0.88465 -0.63969
C -3.03423 -0.90230 0.00400
C -2.91754 0.23892 0.73974
N -1.77292 0.87090 0.54911
H 1.67991 1.25038 0.97275
H 2.78489 -0.21371 1.34001
H 0.33061 1.54535 -0.27838
H 0.42212 0.59904 -1.78140
H -3.81904 -1.65124 0.02129
H -3.53138 0.35783 1.60787
```

Structure (SMILES)   [H]/N=C(\N)C[N+]1=C=CC=N1
Charge   +1
HOMO (spin up / spin down)   -13.71 / -13.87 eV
E_tot   -11245.746 eV
Gap between HOMO and LUMO (spin up / spin down)   0.2032 / 0.2019 hartree
LUMO energy (spin up / spin down)   -8.18 / -8.38 eV

=====

Entry 3:
Entry from the Open Molecules 2025 dataset: a gas-phase ion, C5H7N4 (charge +1) at a distorted geometry (ωB97M-V with the def2-TZVPD basis set).

Geometry as XYZ:
```
16
C5H7N4 (ωB97M-V with the def2-TZVPD basis set)
C -1.95223 1.65584 1.43640
C -0.99362 1.19727 2.34170
C -0.59097 0.46035 0.32919
C 0.85834 -1.14567 -2.31654
C 1.67047 -1.28664 -0.99360
N -1.69175 1.19938 0.21909
N -0.22964 -0.34963 -1.86924
N -0.13916 0.44178 1.63130
N 0.01133 -0.19742 -0.65491
H -2.79958 2.28590 1.62240
H -0.89403 1.35809 3.39647
H 1.40980 -0.64068 -3.11764
H 0.50283 -2.09944 -2.72070
H 1.63222 -2.21600 -0.44779
H 2.51946 -0.64095 -0.83855
H 0.68653 -0.02218 1.98242
```

Charge   +1
HOMO   -13.15 eV
E_tot   -11248.125 eV
Gap between HOMO and LUMO   0.2734 hartree
LUMO energy   -5.71 eV

=====

Entry 4:
Entry from the Open Molecules 2025 dataset: a gas-phase ion, C5H7N4OS (charge +1) at a distorted geometry (ωB97M-V with the def2-TZVPD basis set).

Geometry as XYZ:
```
18
C5H7N4OS (ωB97M-V with the def2-TZVPD basis set)
O 1.44549 1.45151 -0.98303
C 0.28617 1.32537 -0.51353
N -0.27089 2.24349 0.11206
C -1.35305 1.97004 0.94104
N -1.74614 0.79095 1.27529
C -1.16802 -0.38102 0.62415
N -0.17451 -1.05617 1.39746
C 0.74412 -1.58113 0.61875
N 0.66997 -1.12752 -0.62463
C -0.28257 -0.08114 -0.67470
S -1.19340 -0.09152 -2.25913
H 1.91330 2.31847 -0.84636
H -1.89044 2.80190 1.52459
H -2.04308 -1.01900 0.37962
H -0.32041 -1.26788 2.40198
H 1.54927 -2.19404 0.97205
H 0.76485 -1.84995 -1.35932
H -1.59336 -1.45473 -2.17689
```

Structure (SMILES)   OC1=NC=N[C@@H]2[NH+]=CN[C@]12S
Charge   +1
HOMO   -13.37 eV
E_tot   -24133.683 eV
Gap between HOMO and LUMO   0.3294 hartree
LUMO energy   -4.41 eV

=====

Entry 5:
Entry from the Open Molecules 2025 dataset: a gas-phase ion, C5H7N4S (charge +1) at a distorted geometry (ωB97M-V with the def2-TZVPD basis set).

Geometry as XYZ:
```
17
C5H7N4S (ωB97M-V with the def2-TZVPD basis set)
C 1.38706 -1.23248 0.18032
N 0.62951 -2.17402 -0.13635
C -0.63857 -2.38154 0.02754
C -1.54083 -1.25374 0.29169
N -2.85674 -1.37226 -0.01269
C -3.42628 -0.31080 -0.17470
S -2.31808 1.13559 -0.18289
C -1.03823 0.01807 0.17513
N 0.22141 0.37567 0.52346
N 0.74978 1.64265 0.03980
H 1.78626 -1.41298 1.15996
H 2.12388 -0.87914 -0.45146
H -1.17202 -3.24986 -0.42610
H -4.50910 -0.16002 -0.25413
H 1.68199 1.77587 0.49899
H 0.25099 2.59564 0.25110
H 0.80793 1.70592 -0.98957
```

Structure (SMILES)   C=N/C=C1/N=CS/C1=N\[NH3+]
Charge   +1
HOMO   -12.25 eV
E_tot   -22083.284 eV
Gap between HOMO and LUMO   0.3058 hartree
LUMO energy   -3.93 eV

=====

Entry 6:
Entry from the Open Molecules 2025 dataset: C5H7NO in the gas phase at a distorted geometry (ωB97M-V with the def2-TZVPD basis set).

Geometry as XYZ:
```
14
C5H7NO (ωB97M-V with the def2-TZVPD basis set)
C 1.21076 -0.45268 -1.08001
C 0.42448 0.25735 -0.04945
C 0.75302 1.46909 0.47005
O -0.21355 2.10189 1.06492
C -1.51997 0.93491 0.89200
C -0.86193 -0.17191 0.39531
N -1.21025 -1.50004 0.23133
H 1.99726 0.21885 -1.43032
H 0.57020 -0.67919 -1.94355
H 1.66201 -1.37710 -0.71344
H 1.78767 1.83399 0.42830
H -1.81597 1.22204 1.86599
H -0.61192 -2.06051 -0.36599
H -2.17181 -1.79670 0.23488
```

Structure (SMILES)   Cc1cocc1N
Charge   0
HOMO   -8.22 eV
E_tot   -8833.348 eV
Gap between HOMO and LUMO   0.3300 hartree
LUMO energy   0.76 eV

=====

Entry 7:
Entry from the Open Molecules 2025 dataset: C5H7NO in the gas phase (ωB97M-V with the def2-TZVPD basis set).

Geometry as XYZ:
```
14
C5H7NO (ωB97M-V with the def2-TZVPD basis set)
C 1.32342 -0.86867 0.58486
C 0.59573 -1.72259 -0.44768
N -0.30674 -1.04686 -1.40051
C -0.56062 0.12354 -1.10705
C -0.76158 1.23544 -0.47356
C -1.60654 2.07394 0.31773
O -0.49389 2.57844 -0.47315
H 1.98639 -1.55068 1.12047
H 0.66093 -0.39543 1.31775
H 1.93169 -0.08021 0.12607
H -0.02548 -2.46331 0.06959
H 1.32579 -2.27052 -1.04782
H -2.59197 2.31095 -0.07184
H -1.46835 2.13191 1.39595
```

Structure (SMILES)   CCN=C=C1CO1
Charge   0
HOMO   -8.50 eV
E_tot   -8832.309 eV
Gap between HOMO and LUMO   0.3465 hartree
LUMO energy   0.93 eV

=====

Entry 8:
Entry from the Open Molecules 2025 dataset: a molecular structure, C5H7NO (ωB97M-V with the def2-TZVPD basis set).

Geometry as XYZ:
```
14
C5H7NO (ωB97M-V with the def2-TZVPD basis set)
O 1.56139 -1.00541 1.18521
C 1.85112 -0.36709 -0.04160
C 0.63119 -0.16748 -0.90469
C -0.08284 -0.24460 -1.96889
C -0.57199 0.68178 -0.33803
C -2.01713 0.31294 -0.14651
N -1.07442 0.10042 0.92188
H 1.09590 -0.37094 1.74738
H 2.33251 0.60706 0.12910
H 2.57723 -1.00232 -0.55790
H -0.35669 1.74703 -0.30285
H -2.43121 -0.54027 -0.67500
H -2.71607 1.13011 0.03133
H -0.79900 -0.88123 0.92057
```

Charge   0
HOMO   -10.00 eV
E_tot   -8830.695 eV
Gap between HOMO and LUMO   0.3971 hartree
LUMO energy   0.81 eV

=====

ΔE to the lowest compared entry with this formula, charge and spin in kJ/mol, matching the order above: 518.2; 503.7; 274.2; 0.0; 407.5; 275.5; 375.7; 531.4